# 1
This record from the Open Molecules 2025 dataset describes a molecular structure, C31H42BrMgN3P2 in a non-equilibrium geometry. The level of theory is ωB97M-V/def2-TZVPD.

Computed properties:
Relative energy (zero: lowest compared OMol25 entry of this formula, charge and spin), kcal/mol: 122.4
HOMO energy (alpha / beta), Eh: -0.4429 / -0.4429
Maximum force, Eh/bohr: 0.0592
Total charge: +2
HOMO-LUMO gap (alpha / beta), eV: 4.182 / 4.157

Last column: Mulliken charge in e.
CARTESIAN COORDINATES (ANGSTROEM)
1 H -2.1777 -1.8488 -7.0375  0.3000
2 H 3.4110 -4.4194 -0.3121  0.4127
3 H 1.8325 0.7324 1.7962  0.4100
4 C 3.6398 0.1212 -0.6532  -0.3870
5 C -2.6874 -1.5576 -4.8986  0.2071
6 H -3.4444 -0.6374 -6.6975  0.3916
7 C -3.2212 -3.0647 -2.2938  -0.0519
8 H 4.2351 -3.1552 -1.2381  0.2478
9 H -0.4504 7.5961 -4.9103  0.4045
10 C 0.0549 2.8183 3.8378  -0.2802
11 H 1.4038 -2.9279 0.0078  0.5571
12 H 3.4759 0.5686 0.3467  0.3565
13 C 3.2494 -3.5495 -0.9609  -1.1306
14 N 0.0108 1.6579 1.2989  -0.0612
15 H 5.1376 -1.1129 -1.6905  0.2486
16 C -3.0557 -1.6266 -6.4055  -1.3615
17 H 0.1219 3.3331 4.8031  0.5125
18 H -0.5099 -3.0181 -2.6726  -0.4866
19 H 2.7419 -3.9090 -1.8647  0.2474
20 C 1.1498 2.0777 3.3784  0.2210
21 H -1.3004 4.3427 -7.6091  0.4149
22 H 3.6600 0.9621 -1.3690  0.4903
23 H -3.8403 -2.3688 -6.6259  0.3504
24 C -0.9678 5.8401 -6.0726  0.7078
25 C 4.9656 -0.6539 -0.7039  -1.3946
26 H 1.9581 -2.2728 -2.9684  0.3100
27 H -1.7067 -1.0728 -4.7834  -0.1658
28 C -0.7210 8.0660 -6.9991  -0.3514
29 H -2.0081 -0.2588 -2.8775  0.6304
30 C -1.1750 6.3281 -8.4404  -0.3793
31 C 2.3345 2.0150 4.2091  -0.1595
32 H 2.6862 -0.6792 -4.7273  0.4064
33 C -1.0994 2.2314 1.8004  0.0907
34 N -0.9564 7.6187 -8.2269  -0.5336
35 P 2.1679 -0.9338 -1.0090  0.6278
36 C -1.7595 1.8098 -3.3935  -1.3511
37 H 4.9992 -1.4387 0.0654  0.3590
38 H 0.7680 -0.6422 -3.0035  -0.6490
39 H -2.6963 1.9283 -3.9439  0.5759
40 C 0.2714 2.8114 -2.4155  -1.8793
41 C -1.3354 0.5772 -2.8935  -0.3491
42 C -0.9991 4.0732 -4.0427  -1.6207
43 H 1.8791 1.4636 -2.1132  -0.0132
44 C -1.1689 5.4001 -7.3947  -0.3173
45 C 0.0512 0.3560 -2.6379  1.5198
46 H -1.3578 5.9957 -9.4601  0.3806
47 H -3.4311 -0.9609 -4.3404  0.4490
48 C 2.9418 -0.4668 -3.6735  -1.4801
49 H -0.7758 -5.0593 -4.9586  0.4521
50 H 0.8437 -4.6408 -4.3467  0.3625
51 P -2.5178 -3.1652 -4.0133  -0.2289
52 H 0.8812 3.6890 -2.1885  0.7590
53 C 2.4140 -2.5366 -0.1878  -0.5387
54 H 2.8729 0.6297 -3.5772  0.3020
55 H 2.8598 -2.2969 0.7916  0.4894
56 C -0.6975 7.2071 -5.8949  -0.4172
57 H -5.0043 -3.8408 -1.3085  0.3814
58 Mg -1.0515 2.0787 -0.8951  1.2273
59 C 1.0565 1.4285 2.1328  -0.3166
60 H -0.3571 -5.3664 -3.2560  0.3402
61 H -5.3329 -3.0295 -2.8573  0.3300
62 H -1.9864 3.3703 3.4032  0.4208
63 C -0.7141 -3.2680 -3.7251  0.7503
64 H -0.2297 -2.5120 -4.3588  0.2970
65 H -4.5995 -4.6541 -2.8371  0.3819
66 C 1.9501 -1.1950 -2.7794  0.2964
67 H -2.0313 2.1733 1.1961  0.5958
68 C -4.6286 -3.6816 -2.3250  -1.3466
69 H 5.7948 0.0436 -0.5165  0.4630
70 C -0.2223 -4.6684 -4.0918  -1.4789
71 N 3.2621 2.0118 4.9272  -0.3558
72 C 0.8118 1.5027 -2.2637  -0.3734
73 C -1.0046 4.9207 -4.9328  0.2932
74 H -0.5385 9.1303 -6.8613  0.3727
75 H -3.2181 -2.0255 -1.9240  0.0664
76 H -2.5596 -3.6647 -1.6462  0.3591
77 H 3.9931 -0.7673 -3.5037  0.3724
78 C -1.0923 2.8519 3.0638  -1.0412
79 C -0.8825 2.9005 -3.2733  1.6863
80 Br -0.4981 -1.1291 -0.7136  -0.3286

# 2
This record from the Open Molecules 2025 dataset describes 4 unconnected molecules or ions with the total composition C15H36BNO10PS in a non-equilibrium geometry. The level of theory is ωB97M-V/def2-TZVPD.

Computed properties:
HOMO energy, Eh: -0.4668
Maximum force, Eh/bohr: 0.0428
Total charge: +1
HOMO-LUMO gap, eV: 9.034

Last column: natural (NBO) charge in e.
CARTESIAN COORDINATES (ANGSTROEM)
1 H -1.0489 -6.4219 -4.9021  0.2059
2 C -1.2417 -5.8251 -4.0148  -0.2587
3 P -0.0554 -0.2905 2.0885  0.7762
4 S -0.2373 0.4881 0.1352  -0.2302
5 O 4.4694 3.9039 -0.3139  -0.6264
6 C -1.0263 -1.3783 -2.8182  -0.2554
7 H -4.3565 -2.5477 2.9681  0.2034
8 O -0.9599 -4.4650 -4.3522  -0.4801
9 B -1.7783 -0.8846 2.8038  0.8320
10 O -1.9739 3.9358 -1.6695  -0.6771
11 H -0.8309 6.1080 -2.6749  0.1933
12 H 3.0697 -1.6889 1.1576  0.2235
13 C 2.6403 -1.2806 2.0828  -0.4074
14 C 2.6801 1.9782 -0.4808  -0.2620
15 H 3.2259 -1.3608 4.1627  0.2110
16 H 1.5435 -2.8905 0.3114  0.2374
17 O -1.5237 -3.8766 -2.2478  -0.6595
18 O -2.3153 -0.0760 3.8170  -0.8378
19 H -5.4829 3.4683 -0.5633  0.2066
20 H -0.3659 -1.5578 -1.9687  0.1730
21 O 5.8043 2.5523 0.9002  -0.4916
22 H -0.7597 -0.4269 -3.2730  0.2026
23 H -2.2869 -5.9430 -3.7322  0.1953
24 H 7.6032 3.2479 1.5517  0.2016
25 N -2.3923 -2.0919 2.3127  -0.7153
26 C 6.7590 3.6147 0.9739  -0.2591
27 C -2.9915 -1.9541 0.9725  -0.4183
28 O 3.9045 1.7868 0.2238  -0.5088
29 C -3.3137 -2.7107 3.2869  -0.4179
30 H 0.5172 -3.7054 1.5577  0.2454
31 H 7.1064 3.8892 -0.0209  0.1988
32 H 2.8665 2.1920 -1.5332  0.2058
33 O -2.8063 5.5460 -3.0099  -0.4786
34 C -1.1511 -3.6075 -3.3585  0.9814
35 H 6.3341 4.4794 1.4817  0.1953
36 C 4.7066 2.8577 0.2160  0.9763
37 H 2.7694 -0.1903 2.0526  0.2190
38 H -0.5276 1.8332 0.2407  0.2346
39 H -3.1619 -3.8010 3.2551  0.2139
40 H 2.1173 1.0463 -0.4025  0.1831
41 C -2.8908 4.5856 -2.0994  0.9878
42 H -3.8831 3.6915 0.1602  0.1835
43 H -2.2362 -1.8218 0.1820  0.2108
44 H -1.5460 6.5877 -4.2204  0.2067
45 H -1.0785 4.8994 -3.9727  0.1910
46 H -0.5882 -6.1663 -3.2130  0.1916
47 H -1.8299 0.7428 3.8736  0.4952
48 H -0.1820 -2.4502 0.5521  0.2125
49 O -4.1683 4.4675 -1.7453  -0.4812
50 H 2.9374 -2.9419 3.4544  0.2031
51 C 0.7490 -2.7616 1.0514  -0.6102
52 C 3.4064 -1.9627 3.2611  -0.6003
53 O -0.8543 -2.3859 -3.8029  -0.4839
54 H -4.1308 2.4811 -1.1386  0.1833
55 H -2.0662 -1.3297 -2.4927  0.1904
56 H 0.9634 -2.1905 3.1442  0.2666
57 H -3.4996 -2.9007 0.7403  0.2298
58 H 4.4658 -2.1219 3.0511  0.2389
59 H 0.4731 0.7454 2.9181  0.0535
60 H -3.7094 -1.1209 0.8892  0.1928
61 H 2.0970 2.7817 -0.0276  0.1839
62 C -4.4149 3.4649 -0.7641  -0.2556
63 H -3.1961 -2.3262 4.3045  0.2230
64 C 1.1339 -1.7080 2.1662  -0.4857
65 C -1.4813 5.7879 -3.4879  -0.2586

# 3
This record from the Open Molecules 2025 dataset describes 7 unconnected molecules or ions with the total composition C18H48N2O7 in a non-equilibrium geometry. The level of theory is ωB97M-V/def2-TZVPD.

Computed properties:
Relative energy (zero: lowest compared OMol25 entry of this formula, charge and spin), kcal/mol: 17.8
Structure (SMILES): CC1(C)CCCC(C)(C)N1O.CC1(C)CCCC(C)(C)N1O.O.O.O.O.O
HOMO energy, Eh: -0.3176
Maximum force, Eh/bohr: 0.0471
HOMO-LUMO gap, eV: 8.626

Last column: Mulliken charge in e.
CARTESIAN COORDINATES (ANGSTROEM)
1 H -2.2081 -1.1217 -6.4075  0.4675
2 C -2.9628 -0.1600 -2.3201  1.5161
3 H 0.3170 1.5025 3.5939  0.1856
4 H 1.3260 -0.6290 6.3834  0.4601
5 C -1.4164 1.0442 -5.6712  -2.0002
6 N 1.5762 -0.7316 3.0062  -0.1413
7 C 0.8488 -0.5737 4.2526  2.2429
8 O -0.1151 -2.7135 0.9131  -0.8831
9 H 2.9559 -0.7114 0.7492  0.0013
10 H 3.8319 1.7301 -1.6046  0.2896
11 H -1.3345 1.7003 1.4269  0.2420
12 H -2.7439 1.7296 -1.2574  0.2633
13 H -1.9052 -1.6080 -1.0784  0.5111
14 N -2.5808 0.6134 -3.5158  0.9902
15 C 2.9286 -0.1895 2.8408  1.3830
16 C 2.9065 1.3162 2.5912  -1.2318
17 H -4.0959 -1.9022 -1.6866  0.3699
18 C -2.5405 -1.1129 -5.3696  -2.0342
19 H -3.2365 2.3869 -3.7545  0.3277
20 H 3.8201 -0.4437 6.2164  0.4255
21 C 3.1716 -0.1870 5.3776  -0.7134
22 H -5.0059 -0.7499 -2.5996  0.3660
23 H 0.4386 1.1334 -0.4446  0.0461
24 H 4.3179 -1.4721 3.9376  0.3930
25 H 4.5787 -0.6045 1.3778  0.3693
26 H -0.6427 -1.6642 5.3425  0.5088
27 C 0.1594 0.8030 4.4267  -1.5756
28 C -0.2068 -1.6796 4.3407  -2.3946
29 O 0.7643 -0.5431 1.8795  0.7922
30 H 2.7306 1.8275 -0.5403  0.3149
31 H 0.2891 -1.7552 -2.3269  0.5003
32 H 3.1237 0.9056 5.4396  0.3118
33 O 3.6897 1.8558 -0.6613  -0.6255
34 H 0.1973 -2.6634 4.1192  0.4576
35 C 1.8020 -0.8427 5.4221  -1.3919
36 H -2.3317 -2.0784 -4.9154  0.3536
37 C -3.3672 0.8375 -1.2382  -1.8994
38 O -3.5841 1.5107 -3.9611  -0.6346
39 H 0.1160 -2.1618 1.6739  0.3936
40 H -0.2069 -2.0919 0.1845  0.2685
41 H -2.2796 1.4038 -6.2334  0.4155
42 H -0.9208 0.6698 4.5099  0.4715
43 H -4.3613 1.2531 -1.4538  0.4182
44 C -0.5037 -0.5824 -4.0359  -1.3804
45 C -1.6641 -0.8025 -1.7775  -0.3191
46 H 3.8685 1.6690 2.2188  0.4260
47 H 0.7142 0.4202 1.7368  -0.1821
48 H -1.0342 -1.4751 3.6560  0.4468
49 H -3.6065 -0.8835 -5.4218  0.4497
50 H 3.5979 -1.9958 1.6762  0.3938
51 O 1.1176 0.7089 -1.0073  -0.4378
52 H -1.1105 2.1002 -2.8839  0.2030
53 H 4.7053 0.1868 3.8386  0.4390
54 H -1.1335 -0.0622 -1.1723  -0.1889
55 H -3.4855 0.3120 -0.2913  0.3566
56 H 2.0595 1.6771 2.0059  -0.0749
57 C -1.7956 0.0214 -4.5790  1.5251
58 H 0.4721 1.4725 5.2345  0.2794
59 H 0.9276 -0.2337 -0.9462  -0.0147
60 C 3.8664 -0.4850 4.0412  -1.3257
61 O -0.4788 2.8284 -2.7579  -0.7695
62 H 1.9774 -1.9196 5.5348  0.4398
63 O -0.7998 1.9514 0.6626  -0.5392
64 H 0.2010 2.4402 -2.1923  0.4055
65 H -1.0269 2.8747 0.4871  0.2493
66 H 0.1281 0.2936 -3.8170  0.4181
67 H -3.8533 -1.7995 -3.4394  0.3860
68 C 3.5625 -0.9032 1.6406  -1.4111
69 H -1.0329 -2.3983 -3.1103  0.4552
70 C -0.6541 -1.4249 -2.7652  -0.6265
71 C -4.0209 -1.2251 -2.5392  -1.7117
72 H 2.8128 1.8747 3.5323  0.3389
73 H 0.0183 -1.0413 -4.8764  0.4070
74 H -0.9830 1.9682 -5.2710  0.3484
75 H -0.6891 0.6005 -6.3466  0.4830